[1]
The following is a quantum chemistry calculation of a 3-piece molecular cluster, C3H9O4S overall at a distorted geometry, from OMol25.

Each line ends with the Löwdin charge.
Positions of all 17 atoms, in Å:
O -0.54 0.69 1.46  -0.0691
C -0.36 -0.47 1.08  -0.7380
O -0.78 -1.48 1.61  -0.0195
C 0.00 -0.61 -0.46  -0.2023
C 0.99 0.45 -0.73  -0.6302
S 1.20 1.01 -2.44  0.6198
H -0.98 -0.47 -0.87  0.0826
H 0.41 -1.61 -0.76  0.1248
H 2.06 -0.01 -0.46  0.1254
H 0.81 1.36 -0.17  0.0382
H 1.89 -0.11 -2.94  -0.1304
H 0.94 2.16 2.81  0.0256
H 0.95 1.34 1.51  -0.0885
O 1.48 1.86 2.08  -0.0880
H -2.75 -2.35 0.72  -0.0537
H -2.87 -1.57 -0.45  0.0459
O -3.09 -2.47 -0.11  -0.0427

The calculation puts the LUMO energy at 3.1 eV. For the relative energy (zero: lowest compared OMol25 entry of this formula, charge and spin), the calculation gives 1.3050 eV. The total charge is -1. Its energy is -818.89992 a.u. The multiplicity is 1.

=====

[2]
The following is a quantum chemistry calculation of C29H16BrClF4N2O4PPb as an isolated structure, from OMol25.

Each line ends with the Löwdin charge.
Positions of all 59 atoms, in Å:
Pb -0.84 0.00 1.65  1.2470
F 3.99 5.40 0.04  0.1724
C 3.45 4.20 0.11  -0.1228
C 4.26 3.08 0.22  -0.1249
F 5.57 3.22 0.26  0.1641
C 3.68 1.83 0.29  -0.2071
F 4.50 0.78 0.38  0.1235
C 2.30 1.64 0.26  -0.2985
P 1.58 -0.03 0.33  0.9588
C 2.39 -0.89 1.69  -0.4072
C 2.81 -0.18 2.82  -0.1001
C 3.29 -0.86 3.93  -0.0598
C 3.36 -2.25 3.92  -0.0547
C 2.93 -2.96 2.80  -0.0462
C 2.45 -2.29 1.69  -0.0889
C 1.98 -0.83 -1.23  -0.3523
C 1.01 -0.74 -2.23  -0.0894
C 1.26 -1.29 -3.48  -0.0594
C 2.46 -1.94 -3.72  -0.0516
C 3.42 -2.04 -2.71  -0.0495
C 3.18 -1.49 -1.46  -0.0720
C 1.52 2.79 0.14  -0.5466
Br -0.37 2.74 -0.03  0.8478
C 2.08 4.05 0.07  -0.2606
F 1.34 5.14 -0.06  0.1007
H 2.77 0.90 2.83  0.1094
H 3.62 -0.30 4.80  0.1140
H 3.74 -2.77 4.78  0.1142
H 2.98 -4.04 2.80  0.1176
H 2.09 -2.85 0.84  0.1133
H 0.06 -0.25 -2.04  0.0947
H 0.51 -1.22 -4.26  0.1132
H 2.66 -2.38 -4.69  0.1155
H 4.35 -2.55 -2.90  0.1157
H 3.93 -1.57 -0.68  0.1109
O -3.84 -4.69 -0.84  0.1504
C -4.61 -3.61 -0.82  -0.4926
O -5.79 -3.66 -1.02  0.1071
C -3.96 -2.29 -0.50  -0.0206
C -4.61 -1.07 -0.62  -0.5697
Cl -6.16 -0.68 -1.15  0.8775
N -3.76 -0.10 -0.25  -0.0764
N -2.57 -0.62 0.09  -0.0212
C -2.68 -1.94 -0.05  -0.1304
C -1.47 -2.75 0.35  -0.5483
O -1.40 -3.93 0.03  0.1053
O -0.57 -2.11 1.01  -0.2634
C -3.96 1.33 -0.25  -0.2519
C -4.74 1.90 0.74  -0.0132
C -4.91 3.28 0.74  -0.0484
C -4.32 4.05 -0.25  -0.0550
C -3.55 3.46 -1.25  -0.0918
C -3.38 2.08 -1.25  -0.0728
H -2.91 -4.49 -0.58  0.0748
H -5.20 1.28 1.51  0.1283
H -5.51 3.75 1.51  0.1167
H -4.46 5.13 -0.25  0.1163
H -3.11 4.06 -2.03  0.1161
H -2.81 1.59 -2.03  0.1221

The calculation puts the LUMO energy at -3.4 eV. The total charge is +1. Its energy is -5492.89327 a.u. The multiplicity is 1.

=====

[3]
The following is a quantum chemistry calculation of a 5-piece molecular cluster, CH11O5 overall at a distorted geometry, from OMol25.

Each line ends with the Löwdin charge.
Positions of all 17 atoms, in Å:
C 1.94 -0.18 -0.34  -0.2842
O 0.52 -0.18 -0.42  -0.4374
H 2.31 -1.09 0.08  0.0554
H 2.25 -0.07 -1.36  0.0394
H 2.23 0.71 0.21  0.0622
H -0.34 1.59 -0.10  0.0168
H -0.84 2.69 -1.08  0.0259
O -0.50 2.59 -0.16  -0.1359
H 0.68 -0.53 -1.99  0.0129
H -0.48 -0.28 -2.94  -0.0413
O 0.43 -0.44 -3.01  -0.1573
H 0.43 0.31 2.55  -0.0111
H 0.33 -0.41 1.27  -0.0109
O 0.22 -0.56 2.27  -0.1102
H -2.54 -0.86 1.96  0.0287
H -3.53 -1.62 1.04  0.0997
O -3.11 -1.68 2.02  -0.1527

The calculation puts the LUMO energy at 3.7 eV. For the relative energy (zero: lowest compared OMol25 entry of this formula, charge and spin), the calculation gives 1.2201 eV. The total charge is -1. Its energy is -420.90597 a.u. The multiplicity is 1.

=====

[4]
The following is a quantum chemistry calculation of one molecule with the formula C4H10O, from OMol25.

Each line ends with the Löwdin charge.
Positions of all 15 atoms, in Å:
C 1.92 -0.41 -0.63  -0.1195
O 0.85 -0.67 0.23  -0.1799
C -0.22 0.27 0.12  -0.4857
C -1.29 -0.28 -0.83  -0.0507
C -0.76 0.51 1.52  -0.0516
H 2.64 -1.23 -0.50  0.0888
H 2.42 0.54 -0.38  0.0892
H 1.62 -0.37 -1.69  0.0863
H 0.17 1.21 -0.28  0.1368
H -1.69 -1.21 -0.43  0.0849
H -0.88 -0.48 -1.82  0.0740
H -2.11 0.44 -0.94  0.0811
H -1.58 1.23 1.51  0.0810
H 0.04 0.88 2.17  0.0807
H -1.13 -0.43 1.94  0.0846

As for the SMILES: COC(C)C. The calculation puts the LUMO energy at 1.2 eV. For the relative energy (zero: lowest compared OMol25 entry of this formula, charge and spin), the calculation gives 0.5708 eV. Its energy is -233.62397 a.u. The multiplicity is 1.

=====

[5]
The following is a quantum chemistry calculation of a 2-piece molecular cluster, C5H11FN2 overall at a distorted geometry, from OMol25.

Each line ends with the Löwdin charge.
Positions of all 19 atoms, in Å:
C 1.70 -1.22 -0.78  -0.0427
C 0.75 1.72 -0.25  -0.0849
C -2.25 0.30 0.06  -0.0061
C 0.09 0.52 -0.81  -0.1151
C -0.84 -0.30 0.02  -0.6662
N 2.48 -0.77 0.06  0.0099
N -0.36 -0.36 1.39  0.1098
F -1.09 -1.54 -0.60  -0.0336
H 1.63 -2.14 -1.37  0.0673
H 1.29 2.31 -0.87  0.0441
H 0.15 2.06 0.63  0.1042
H 1.54 1.22 0.35  0.0607
H -2.19 1.23 0.44  0.0374
H -2.62 0.18 -0.95  0.0788
H -2.87 -0.52 0.68  0.1376
H -0.05 0.41 -1.90  0.1125
H 3.07 -1.33 0.63  0.0458
H -0.99 -1.08 1.81  0.1094
H 0.56 -0.69 1.45  0.0312

The calculation puts the LUMO energy (spin up / spin down) at 0.9 / 0.9 eV. For the relative energy (zero: lowest compared OMol25 entry of this formula, charge and spin), the calculation gives 3.9741 eV. Its energy is -406.33726 a.u. The multiplicity is 1.

=====

[6]
The following is a quantum chemistry calculation of C37H31KNO2PSi as an isolated structure at a distorted geometry, from OMol25.

Each line ends with the Löwdin charge.
Positions of all 74 atoms, in Å:
K -0.58 -1.53 0.92  0.8086
O -2.07 -3.65 -1.33  -0.0401
N -1.27 -3.91 -0.22  -0.0484
C -0.05 -4.01 -0.55  -0.1784
C 0.96 -4.27 0.51  -0.2425
C 0.76 -5.40 1.31  -0.0274
C 1.68 -5.75 2.28  -0.0611
C 2.82 -4.98 2.45  -0.0618
C 3.02 -3.86 1.67  -0.0853
C 2.09 -3.47 0.71  -0.3259
P 2.35 -1.91 -0.27  1.0997
C 2.31 -0.58 1.01  -0.4343
C 2.49 0.72 0.56  -0.1073
C 2.41 1.79 1.43  -0.0572
C 2.13 1.58 2.77  -0.0616
C 1.93 0.29 3.24  -0.0687
C 2.02 -0.79 2.36  -0.1392
C 4.13 -2.01 -0.65  -0.3806
C 5.11 -1.48 0.18  -0.0963
C 6.45 -1.60 -0.15  -0.0751
C 6.82 -2.27 -1.31  -0.0821
C 5.85 -2.79 -2.15  -0.0827
C 4.51 -2.65 -1.83  -0.1016
H -2.95 -3.51 -0.96  0.1079
H 0.25 -3.85 -1.59  0.1368
H -0.13 -6.00 1.15  0.1171
H 1.51 -6.63 2.89  0.1090
H 3.56 -5.26 3.20  0.1089
H 3.91 -3.26 1.82  0.1063
H 2.69 0.91 -0.49  0.1104
H 2.53 2.79 1.04  0.1086
H 2.05 2.42 3.45  0.1084
H 1.70 0.11 4.28  0.1084
H 1.86 -1.79 2.74  0.0959
H 4.83 -0.95 1.08  0.1036
H 7.21 -1.18 0.50  0.1054
H 7.87 -2.37 -1.57  0.1038
H 6.13 -3.29 -3.06  0.1046
H 3.76 -3.05 -2.50  0.1016
O -1.66 0.29 0.24  -0.5625
Si -2.44 1.59 -0.26  0.4048
C -3.68 2.34 0.95  -0.2206
C -3.23 3.11 2.02  -0.1112
C -4.10 3.62 2.97  -0.0965
C -5.46 3.36 2.88  -0.1044
C -5.93 2.60 1.82  -0.0967
C -5.05 2.09 0.88  -0.0949
C -1.23 2.98 -0.66  -0.2064
C -1.51 4.34 -0.56  -0.0989
C -0.59 5.31 -0.92  -0.0948
C 0.66 4.94 -1.40  -0.1052
C 0.97 3.59 -1.52  -0.1096
C 0.03 2.63 -1.15  -0.1055
C -3.37 1.14 -1.84  -0.2166
C -3.21 -0.13 -2.39  -0.0980
C -3.84 -0.50 -3.57  -0.0974
C -4.65 0.41 -4.24  -0.1057
C -4.82 1.69 -3.71  -0.0976
C -4.18 2.04 -2.53  -0.1006
H -2.17 3.33 2.11  0.1018
H -3.71 4.22 3.79  0.0964
H -6.14 3.76 3.61  0.0958
H -6.99 2.39 1.73  0.0970
H -5.45 1.50 0.06  0.0974
H -2.48 4.65 -0.19  0.0978
H -0.84 6.36 -0.82  0.0973
H 1.38 5.69 -1.68  0.0956
H 1.93 3.28 -1.90  0.0959
H 0.28 1.58 -1.24  0.0899
H -2.57 -0.84 -1.88  0.0755
H -3.69 -1.49 -3.98  0.0947
H -5.14 0.13 -5.16  0.0951
H -5.45 2.40 -4.23  0.0969
H -4.33 3.04 -2.14  0.1036

The calculation puts the LUMO energy at -0.1 eV. For the relative energy (zero: lowest compared OMol25 entry of this formula, charge and spin), the calculation gives 1.1394 eV. Its energy is -2864.60556 a.u. The multiplicity is 1.